Record 1
105
Properties=species:S:1:pos:R:3:forces:R:3:mulliken_charge:R:1 method="wB97M-V/def2-TZVPD" homo_lumo_gap_ev=8.57 energy_ha=-4130.71159 smiles="C=C[C@@]1(CCCN)OS(=O)(=O)O[C@@H]1/C(Cl)=C(/C)Cl.O=C1c2ccccc2C(=O)c2ccccc21.O=C1c2ccccc2C(=O)c2ccccc21.O=C1c2ccccc2C(=O)c2ccccc21" charge=0 max_force_ev_per_a=0.7 e_homo_ha=-0.354
C -4.50062 -4.83829 5.09731 0.011 -0.026 -0.001 -0.59
H 10.69205 0.02256 2.97080 0.000 0.016 -0.003 0.36
C -6.45648 6.96679 -6.48505 -0.010 -0.025 0.042 0.18
C -6.19266 1.35808 -1.37291 0.006 -0.028 0.019 -0.56
H -6.97100 1.85833 -1.93469 -0.002 -0.007 -0.002 0.48
C -0.71623 -1.12860 1.10302 0.042 -0.022 0.025 -1.12
S 6.14574 -0.03888 -1.98594 -0.419 0.216 0.146 1.11
C 5.80276 -0.96896 0.33186 -0.125 -0.002 -0.046 -0.27
C -3.90100 0.67124 -1.15541 0.027 -0.030 0.012 0.31
H 1.33214 -3.42336 2.95116 -0.044 0.009 0.035 0.51
O -3.38164 -1.07098 1.96437 -0.012 -0.001 0.002 -0.67
C -5.48682 0.14353 0.58066 -0.082 0.034 -0.005 -0.53
C -3.41607 -6.98120 4.94484 -0.077 -0.003 0.030 -0.63
C -4.90597 1.29867 -1.88077 -0.124 0.052 -0.043 -0.76
H 4.88798 0.44700 4.27528 -0.077 0.021 0.088 0.35
C 4.05105 0.23256 3.60827 0.237 -0.076 -0.186 -1.56
H 8.03776 0.80423 0.27319 0.024 -0.013 -0.074 0.41
C -0.15610 -0.03856 -1.39964 0.072 -0.017 -0.003 -0.68
C -1.45419 -0.00921 -0.90388 -0.044 -0.007 0.025 0.27
C 10.24170 0.33088 2.01890 -0.052 0.167 0.162 -1.03
H -7.49189 0.81412 0.24781 0.000 0.005 -0.001 0.40
H -9.31863 7.50207 -4.75709 0.042 -0.019 0.035 0.47
C -8.98509 8.06816 -6.80479 0.017 -0.006 0.000 -0.47
C -7.36081 6.96524 -5.42183 0.044 -0.010 -0.010 0.23
H -0.94296 -1.55542 2.07132 -0.037 0.033 -0.051 0.79
Cl 6.01432 1.44698 1.70462 -0.113 0.130 -0.127 -0.17
O 5.11650 -0.40887 -0.81301 0.444 0.102 -0.143 -0.22
H 7.86032 -4.36556 1.29043 -0.043 -0.007 0.046 0.32
O -7.76172 6.42494 -3.16172 0.000 -0.016 -0.014 -0.67
O -0.98521 -3.08339 3.66969 0.029 -0.037 0.101 -0.65
H 0.04695 0.38680 -2.37285 -0.051 0.018 -0.004 0.51
H 5.38474 -1.96176 0.44788 -0.116 0.027 0.084 0.40
C -6.81837 7.53251 -7.70155 -0.057 0.038 -0.056 -0.57
H -8.35986 8.52045 -8.80866 -0.004 -0.001 0.000 0.40
C 2.47180 -6.61600 3.02588 -0.074 0.014 0.032 -0.79
C -5.28743 5.18509 -2.75206 0.053 -0.046 0.056 -0.67
C 1.34346 -4.49481 3.09598 0.126 0.048 -0.068 0.11
C -5.64609 5.75956 -3.96554 -0.006 0.008 -0.053 0.24
C 0.57605 -1.14786 0.60294 -0.035 0.005 -0.020 0.03
C 0.19124 -5.12030 3.54875 -0.036 -0.029 0.020 -0.20
H -3.77722 4.12229 -1.67166 0.008 0.003 -0.001 0.48
H 7.28608 -2.85534 2.19084 0.003 -0.003 0.005 0.25
C -6.48407 0.77413 -0.14449 0.018 0.005 -0.006 -0.62
C 7.65648 -2.65264 0.11692 0.096 -0.130 0.188 -0.77
C -4.05189 4.57599 -2.61526 0.013 -0.012 0.006 -0.51
C -3.51751 5.11088 -4.89707 0.053 -0.040 0.047 -0.66
H 1.37238 -1.58906 1.18768 -0.007 -0.003 0.004 0.34
H 8.20353 0.01603 2.57550 -0.032 -0.168 0.079 0.14
C 7.31126 -1.19748 -0.05821 -0.142 0.229 -0.696 1.82
C -4.53332 -6.22077 5.24651 0.013 0.018 -0.011 -0.46
H 1.86910 -0.63102 -1.03355 0.002 0.003 0.001 0.60
C -8.62641 7.51472 -5.58771 -0.061 0.049 -0.044 -0.57
Cl 3.85205 -2.18044 2.35541 0.097 0.008 0.025 -0.03
H -5.98524 5.21812 -1.92625 -0.035 0.029 -0.030 0.51
N 10.05733 1.78500 1.92224 0.220 -0.048 0.146 -0.50
C -4.75390 5.72972 -5.03958 -0.043 0.007 0.009 0.27
H 9.75696 2.14546 2.82172 -0.147 0.007 -0.072 0.22
O -4.31526 6.36613 -7.26830 -0.012 -0.002 0.006 -0.66
C -6.99082 6.38773 -4.09772 -0.043 0.002 0.060 0.56
C -3.16893 4.53093 -3.68902 0.002 0.009 -0.002 -0.42
C -1.06119 -7.19949 4.18918 -0.019 -0.076 -0.007 0.54
H -5.69902 -0.31200 1.53813 0.055 -0.010 0.009 0.48
C 2.48001 -5.23808 2.83345 -0.095 -0.107 -0.010 -0.29
C -1.73716 -0.56184 0.34854 -0.004 0.037 -0.057 0.25
C 1.32209 -7.24684 3.47344 0.079 -0.002 -0.039 -0.58
H -5.43436 -6.70541 5.59906 0.000 0.002 0.003 0.40
C 0.85740 -0.60847 -0.64778 0.010 0.003 0.020 -0.72
H -4.66911 1.74382 -2.83756 0.058 -0.035 0.000 0.62
H 3.36968 -4.74766 2.46776 0.092 -0.057 0.003 0.40
H 7.93102 -3.17660 -0.79117 0.117 0.131 -0.043 0.34
C -3.35217 -4.21465 4.64035 -0.084 0.036 0.014 -0.57
C -2.52327 0.62725 -1.72326 0.031 0.038 -0.052 0.54
C 0.17604 -6.50278 3.73128 -0.020 0.027 0.005 0.20
O -2.28211 1.10662 -2.81207 0.002 0.037 0.022 -0.67
C -4.19039 0.09635 0.08285 0.035 0.015 -0.016 0.26
H -2.84035 5.08663 -5.73971 -0.034 0.036 -0.030 0.49
O -1.09182 -8.40557 4.30736 0.008 0.016 0.017 -0.67
O 7.27561 -1.02776 -1.53131 -0.002 -0.250 0.298 -0.50
C -1.00857 -4.28478 3.83605 -0.024 0.028 -0.007 0.52
C -5.10259 6.35599 -6.34638 0.057 0.005 -0.051 0.53
C 8.37892 -0.21512 0.42504 0.299 -0.159 0.270 -1.66
H 3.67438 1.18678 3.24059 -0.066 0.002 0.051 0.38
H 9.22060 -0.35744 -0.25825 -0.037 -0.079 -0.043 0.66
C -2.22869 -4.97368 4.33604 0.020 -0.034 -0.006 0.28
H 10.94553 2.23867 1.74224 -0.033 -0.014 -0.089 0.23
H -3.31476 -3.14125 4.51105 0.046 -0.002 -0.051 0.49
C 4.54509 -0.58766 2.45325 -0.016 0.136 0.064 0.07
O 6.55992 1.30920 -1.82339 0.098 0.080 0.034 -0.53
C 8.91041 -0.39312 1.84926 0.100 0.141 -0.243 -0.06
H -3.42885 -8.05667 5.05643 0.054 -0.003 -0.011 0.48
H -2.21241 4.03684 -3.58163 -0.012 -0.019 0.004 0.42
H -6.10510 7.53309 -8.51426 0.036 -0.034 0.030 0.47
H 3.27343 -0.29746 4.14790 -0.014 0.045 0.044 0.44
H 10.93556 0.01814 1.23577 -0.058 -0.005 -0.058 0.48
H 3.36177 -7.19748 2.82392 -0.002 0.001 -0.006 0.41
H -5.37493 -4.24723 5.33618 -0.003 -0.002 -0.005 0.41
O 5.60860 -0.48015 -3.21738 -0.021 -0.089 -0.091 -0.61
C -3.12461 -0.56051 0.89499 0.004 -0.038 0.053 0.50
H 9.08359 -1.44591 2.06715 -0.094 -0.020 0.052 0.37
H 1.29817 -8.31765 3.62236 -0.055 0.001 0.011 0.49
C 5.42467 -0.16954 1.53949 -0.056 -0.292 0.180 0.55
C -2.25783 -6.36156 4.49260 0.047 0.029 -0.003 0.22
H -9.97253 8.49170 -6.93367 0.003 0.007 -0.001 0.40
C 7.59798 -3.31670 1.26061 -0.041 0.002 -0.043 -1.07
C -8.07907 8.08186 -7.86005 0.002 -0.006 0.016 -0.48



Record 2
106
Properties=species:S:1:pos:R:3:forces:R:3:mulliken_charge:R:1 method="wB97M-V/def2-TZVPD" homo_lumo_gap_ev=5.64 energy_ha=-4152.66342 charge=-2 max_force_ev_per_a=0.4 e_homo_ha=-0.073
C -3.21946 3.99000 2.58254 -0.038 -0.007 0.016 -0.38
H 1.85099 -4.43357 -5.69672 0.000 0.005 0.035 0.37
C -3.53425 -1.20845 -6.23043 -0.001 0.030 0.000 -0.49
H 3.52247 2.52851 -1.89555 0.017 -0.003 0.012 0.43
C 1.37213 0.11369 -5.16507 0.043 -0.048 0.034 -0.14
H 2.25314 -7.16900 3.82279 0.003 -0.002 0.007 0.35
C 1.78506 -0.32398 -6.41414 0.027 0.016 -0.017 -0.87
H -3.15321 0.90233 -6.12069 0.000 -0.022 0.005 0.39
C -2.04789 1.48289 2.96734 -0.041 0.062 -0.013 0.86
H -0.46369 4.68916 -3.86324 0.019 -0.008 0.016 0.37
C -0.07409 -0.04859 -2.10005 0.139 -0.110 0.397 -1.52
H -4.30785 1.80974 -0.33057 0.037 -0.059 -0.001 0.29
H 3.38083 -5.22447 -3.91315 -0.028 0.021 0.009 0.33
C -1.83622 -1.41756 -4.01867 -0.011 0.023 -0.082 0.06
N -0.82505 -0.57521 2.46171 -0.089 0.193 -0.014 0.80
C -2.45373 -2.55060 -4.54906 -0.041 0.028 -0.043 -0.39
C 3.45303 7.68802 0.40502 -0.001 0.043 -0.027 0.38
C 3.74932 -1.28076 -5.42114 0.010 -0.024 0.027 -0.64
O -3.42894 3.59707 0.26556 -0.065 -0.042 -0.154 -0.40
H -1.40518 -0.07907 4.33510 0.018 -0.014 0.047 0.25
C 1.56042 -5.22737 4.43554 0.003 0.004 0.002 -0.57
H -5.44177 3.09056 0.20689 -0.008 -0.009 0.036 0.29
H -3.75446 -3.34000 -6.05936 0.006 0.015 0.006 0.37
C 1.58006 4.64997 0.45177 -0.113 -0.113 0.063 1.22
C -0.08326 3.01197 -0.04849 -0.012 -0.010 0.102 -1.69
H 0.04472 -2.85787 -5.16344 0.014 0.007 -0.001 0.31
C 0.45152 -2.37684 2.16797 0.015 0.024 -0.030 0.25
H 3.92002 -1.03801 -3.28117 -0.007 -0.002 -0.011 0.34
C -2.46538 1.83526 1.64555 0.011 0.001 -0.144 0.47
H -1.92735 2.04896 5.02410 -0.012 0.012 -0.024 0.32
C -2.25087 2.36615 4.03592 0.020 -0.021 -0.034 -0.80
C 3.33412 -0.83805 -4.17074 -0.009 -0.028 -0.019 -0.64
C -3.28672 -2.44990 -5.65273 0.017 -0.019 0.025 -0.62
P 1.54403 0.40261 -2.36463 -0.171 -0.076 -0.019 1.68
H 1.26513 -2.83188 -1.05063 -0.023 0.015 -0.006 0.16
C 4.40491 9.84694 0.07681 0.047 -0.022 0.045 -0.43
C 1.38017 -3.19947 -2.06583 0.055 -0.035 -0.043 -0.06
H -0.19866 5.00842 -0.75008 0.049 -0.032 0.076 0.37
O -2.32885 1.08735 0.61649 0.020 0.112 0.062 -1.24
N 0.56639 2.07740 0.63857 -0.003 0.072 0.040 0.85
H 0.75982 6.81773 -1.04121 0.020 -0.033 -0.044 0.20
C 0.69039 -3.21162 -4.36983 0.012 -0.023 0.047 -0.56
H 4.67308 -1.84247 -5.51209 -0.021 0.020 0.003 0.39
H 1.51265 9.56602 -1.72016 0.023 -0.004 0.019 0.40
H -1.00578 2.69743 -0.52390 -0.011 0.009 0.034 0.79
C 1.54932 2.23542 -2.64410 -0.022 0.070 -0.031 0.49
C 0.42339 2.86056 -3.17567 -0.031 0.013 -0.030 0.13
C 2.32802 9.30010 -1.05789 -0.023 0.022 -0.018 -1.07
C -2.10470 -0.18194 -4.59167 0.022 -0.038 0.062 -0.25
C 2.14013 -0.14224 -4.02893 0.034 0.039 -0.042 0.44
H 0.43250 0.64134 -5.06744 -0.012 0.022 0.007 0.35
C -3.06499 3.13484 1.51828 -0.002 0.005 0.081 0.29
C 2.57314 -4.53936 -3.67504 0.026 -0.014 -0.010 -0.55
C 1.74370 -5.92606 2.14543 0.002 -0.013 -0.017 -0.56
C -1.40566 0.21401 3.28190 0.022 -0.013 0.027 -1.02
H 1.67534 -5.43383 5.49424 -0.006 -0.001 -0.012 0.34
C 2.16829 5.98114 0.29910 0.047 0.216 -0.031 -0.23
C 1.70392 2.40664 1.24558 0.036 -0.063 -0.031 -1.11
H 3.53712 4.97566 -2.35081 -0.007 -0.005 -0.002 0.44
H 3.08737 -4.39466 -1.58922 -0.012 0.009 -0.028 0.47
C 0.38382 4.30953 -0.16211 -0.104 0.091 0.093 -0.49
C 1.54900 4.98722 -3.16337 -0.006 -0.050 -0.065 -0.37
O 0.81455 -2.02374 1.01312 -0.046 0.094 0.033 -0.61
H 2.21078 1.60344 1.76650 -0.007 0.016 0.014 0.46
S 2.97191 0.00894 -1.02977 0.000 0.008 -0.015 -0.56
H -2.94264 4.28851 4.70626 0.006 -0.025 -0.025 0.36
C -2.81563 3.61445 3.86710 0.000 0.012 0.072 -0.64
C 0.50526 -2.76427 -3.06482 0.028 0.018 -0.035 0.22
H -1.65124 0.69108 -4.13486 -0.014 -0.018 -0.030 0.22
P -0.75796 -1.54036 -2.52920 0.077 0.029 -0.064 1.82
Cd -0.41040 -0.16979 0.18583 -0.161 -0.243 -0.274 2.19
C -4.50767 2.87950 -0.32686 0.141 0.059 0.048 -0.81
C 2.66510 4.38068 -2.60203 0.041 -0.065 -0.056 -0.67
H 3.33420 11.17607 -1.23033 -0.005 -0.017 0.004 0.37
S -1.90807 -2.40414 -1.14413 -0.026 0.037 0.035 -0.59
C 0.94879 -3.70870 2.66440 -0.006 0.030 -0.016 0.07
H 3.18468 3.90820 1.67303 0.001 0.000 -0.003 0.51
C 2.39990 8.05170 -0.45158 0.026 -0.018 0.003 0.72
H 1.55406 6.05338 -3.36802 0.013 -0.011 -0.028 0.59
H 1.17579 -4.44629 0.67843 -0.001 -0.012 0.052 0.40
H 0.80865 -3.22543 4.73419 0.011 -0.018 -0.015 0.42
C 0.42302 4.22286 -3.44548 0.018 -0.001 -0.062 -1.12
H -2.28531 -3.51100 -4.07570 0.000 0.006 -0.006 0.38
H 5.18462 10.57459 0.26811 -0.012 -0.019 0.000 0.36
H -4.59474 3.23854 -1.35214 -0.002 -0.006 -0.014 0.23
C 2.66543 3.01334 -2.34717 -0.024 0.034 -0.109 -1.20
C 1.71430 -4.10215 -4.67229 0.022 0.017 -0.017 -0.74
C 2.97926 -1.02502 -6.54502 -0.039 0.021 -0.029 -0.44
H 3.30241 -1.37601 -7.51933 -0.016 0.005 0.013 0.35
C 3.34936 10.19179 -0.77820 -0.042 0.001 -0.029 -0.42
N 1.59260 6.94201 -0.49483 -0.070 0.002 0.090 0.30
H 1.16986 -0.12335 -7.28457 0.009 -0.012 0.010 0.40
C -2.95018 -0.07239 -5.68994 -0.017 0.006 -0.025 -0.61
C 2.24650 3.67737 1.18937 0.026 -0.019 -0.043 -0.69
H -4.19070 -1.12955 -7.08996 0.006 0.003 0.008 0.35
H 5.28630 8.32762 1.33336 -0.024 0.010 -0.019 0.42
C 1.08647 -3.99078 4.02074 -0.042 0.005 -0.011 -0.37
C 4.47088 8.60090 0.67506 0.010 0.015 -0.006 -0.73
C 1.28611 -4.68337 1.73034 0.028 0.013 -0.031 -0.23
N -0.32424 -1.73084 3.01942 0.110 -0.132 0.030 -0.98
C 2.40767 -4.07823 -2.37331 -0.026 0.000 0.025 -0.63
H 1.99043 -6.68316 1.40874 -0.006 0.026 0.016 0.39
H -3.66295 4.96270 2.39197 0.022 -0.023 0.010 0.38
N 3.27831 6.39500 0.85296 0.053 -0.061 0.081 -0.75
H -0.47030 2.26578 -3.33164 0.052 -0.011 0.013 0.08
C 1.88777 -6.20098 3.49917 -0.001 0.005 0.006 -0.33